(1)
Computed, not measured: an isolated molecule of C3H6N2O, with wB97M-V/def2-TZVPD.

Summary:
ΔE to the lowest compared entry with this formula, charge and spin: 1.251 eV
LUMO energy: 0.290 eV
HOMO: -9.525 eV
spin multiplicity: 1

Each line ends with the Mulliken charge.
Positions of all 12 atoms, in Å:
H -0.501 -1.542 -1.222  0.25
N -1.235 -0.941 -0.842  -0.68
C -0.753 0.066 -0.217  0.41
C -1.756 1.016 0.383  0.12
O -1.429 1.980 1.036  -0.52
N 0.539 0.421 0.028  -0.20
C 1.609 -0.550 0.001  -0.99
H -2.807 0.735 0.195  0.37
H 0.630 1.225 0.634  0.30
H 1.320 -1.471 0.527  0.33
H 2.482 -0.125 0.500  0.34
H 1.900 -0.813 -1.023  0.28



(2)
Computed, not measured: a cluster of 2 separate species, C3H6N2O in total, with wB97M-V/def2-TZVPD.

Summary:
ΔE to the lowest compared entry with this formula, charge and spin: 1.283 eV
LUMO energy: 0.837 eV
HOMO: -10.343 eV
spin multiplicity: 1

Each line ends with the Mulliken charge.
Positions of all 12 atoms, in Å:
C 0.377 0.736 1.546  -0.75
N -0.373 0.218 0.421  -0.12
C -0.760 -1.066 0.277  0.17
O -1.290 -1.527 -0.724  -0.63
H -0.183 1.517 2.070  0.27
H 0.570 -0.079 2.249  0.27
H 1.339 1.139 1.216  0.29
H -0.536 0.830 -0.368  0.24
H -0.551 -1.686 1.168  0.27
C 0.455 -0.056 -2.637  0.02
N 1.228 0.759 -2.905  -0.38
H -0.276 -0.786 -2.311  0.34



(3)
Computed, not measured: an isolated molecule of C3H6N2O, with wB97M-V/def2-TZVPD.

Summary:
ΔE to the lowest compared entry with this formula, charge and spin: 4.564 eV
LUMO energy: 0.997 eV
HOMO: -9.244 eV
spin multiplicity: 1

Each line ends with the Mulliken charge.
Positions of all 12 atoms, in Å:
O 0.504 0.676 -1.968  -0.37
N 0.228 1.702 -1.047  -0.41
C -0.454 1.146 -0.162  0.13
N -0.772 -0.243 -0.040  -0.26
C 0.441 -1.050 0.190  -0.38
C -0.599 -0.789 1.269  -0.34
H 1.262 0.982 -2.570  0.33
H -1.010 1.736 0.648  0.34
H 1.461 -0.615 0.447  0.19
H 0.545 -2.050 -0.286  0.24
H -1.436 -1.436 1.438  0.27
H -0.169 -0.059 2.081  0.26



(4)
Computed, not measured: an isolated molecule of C3H6N2O, with wB97M-V/def2-TZVPD.

Summary:
ΔE to the lowest compared entry with this formula, charge and spin: 6.149 eV
LUMO energy: 0.967 eV
HOMO: -9.296 eV
spin multiplicity: 1

Each line ends with the Mulliken charge.
Positions of all 12 atoms, in Å:
H -2.894 -1.128 -0.464  0.22
N -2.261 -0.453 -0.089  -0.65
C -1.006 -0.667 0.154  0.32
N -0.249 0.384 0.586  -0.11
O -0.908 1.623 0.019  -0.52
C 1.140 0.477 -0.242  -0.14
C 2.257 -0.318 0.038  -0.64
H -0.621 -1.705 -0.345  0.24
H -1.978 1.386 0.371  0.35
H 1.068 1.601 -0.575  0.35
H 2.259 -1.192 0.759  0.24
H 3.192 -0.010 -0.213  0.32